(1)
Here is a molecular structure, C34H70AsN2O4PS2SbSi3W from the OMol25 dataset. Energies are from ωB97M-V with the def2-TZVPD basis set.

Structure (XYZ):
```
119
Properties=species:S:1:pos:R:3:forces:R:3:mulliken_spin:R:1
W 0.051688 -0.073557 0.557317 1.3 3.8 -1.3 0.75
C -3.093593 3.310347 0.354745 0.1 0.1 0.0 0.00
C -2.036313 2.466368 1.009168 -0.1 0.2 0.3 0.02
O -1.448862 1.623324 0.238721 -0.1 -0.5 -0.5 0.03
C -1.717822 2.664529 2.337900 -0.1 -0.1 0.0 0.04
C -0.635678 1.987858 2.933364 -0.3 0.1 0.1 0.01
C -0.147344 2.341593 4.300440 0.0 0.0 0.0 0.00
N -0.079249 1.012071 2.274490 0.6 -0.7 0.5 0.00
N 1.125619 0.433672 2.718990 0.1 -0.2 0.1 0.02
C 1.094759 -0.890661 2.601420 -0.7 0.3 0.8 -0.01
O 0.031983 -1.428849 2.005512 0.7 -0.8 0.7 0.00
C 2.179918 -1.735982 3.080558 0.0 0.1 -0.1 0.01
C 3.332323 -1.162448 3.618006 0.0 0.0 0.1 0.00
C 4.384175 -1.977468 3.998415 0.0 0.0 0.0 0.00
C 4.285640 -3.355208 3.842862 0.0 0.0 0.0 0.00
C 3.123084 -3.927858 3.339685 0.0 0.0 0.0 0.00
C 2.066473 -3.119772 2.958734 0.0 0.0 0.0 0.00
H -3.754630 2.689996 -0.247920 0.0 0.0 0.0 0.00
H -2.617789 4.023037 -0.323182 0.0 0.0 0.0 0.00
H -3.676457 3.867196 1.086248 0.0 0.0 0.0 0.00
H -2.233687 3.423831 2.907599 0.0 0.0 0.0 0.00
H -0.435614 3.358527 4.556430 0.0 0.0 0.0 0.00
H 0.932553 2.227250 4.367260 0.0 0.0 0.0 0.00
H -0.592286 1.660008 5.030148 0.0 0.0 0.0 0.00
H 3.391297 -0.088889 3.736423 0.0 0.0 0.0 0.00
H 5.283430 -1.539190 4.409360 0.0 0.0 0.0 0.00
H 5.119429 -3.989640 4.114921 0.0 0.0 0.0 0.00
H 3.047684 -5.002406 3.238362 0.0 0.0 0.0 0.00
H 1.153140 -3.547656 2.568275 0.0 0.0 -0.1 0.00
C 6.015038 -0.684902 -2.134802 0.0 0.1 0.0 0.00
C 4.745630 -1.485831 -2.268537 0.0 -0.1 0.0 0.00
O 3.652218 -0.569316 -2.553640 0.2 0.2 0.0 0.00
P 2.131914 -0.807070 -2.150633 0.0 -0.6 0.0 -0.02
S -0.618072 -0.489323 -1.630183 -0.3 0.3 0.5 -0.03
S 2.215420 -1.013072 -0.013455 -0.1 -0.3 -0.3 0.02
O 1.905619 -2.371116 -2.490856 -0.1 -0.1 0.1 0.00
C 1.241187 -2.757096 -3.710783 0.1 0.0 -0.1 0.00
C 2.223318 -2.908468 -4.851358 0.0 0.0 0.0 0.00
H 6.873515 -1.355370 -2.094525 0.0 0.0 0.0 0.00
H 6.005118 -0.081228 -1.225640 0.0 0.0 0.0 0.00
H 6.133351 -0.021078 -2.991359 0.0 0.0 0.0 0.00
H 4.519148 -2.036422 -1.354044 0.0 0.0 0.0 0.00
H 4.804808 -2.196372 -3.091347 -0.1 0.0 0.0 0.00
H 0.464685 -2.024861 -3.956678 0.0 0.0 0.0 0.00
H 0.758128 -3.707453 -3.487322 0.0 0.0 0.0 0.00
H 2.760768 -1.975578 -5.032034 0.0 0.0 0.0 0.00
H 1.686688 -3.173444 -5.764157 0.0 0.0 0.0 0.00
H 2.944996 -3.696499 -4.636067 0.0 0.0 0.0 0.00
C 1.744528 5.360126 -0.754708 0.1 -0.1 0.1 0.00
C 1.583472 4.330336 0.362443 -0.4 0.0 0.2 -0.01
C 0.490972 4.775193 1.322355 0.1 0.1 0.0 0.00
Sb 1.487139 2.271826 -0.419029 0.5 0.3 -0.3 0.06
C 3.639436 2.056931 -0.315111 0.1 -0.1 -0.1 -0.01
C 4.000679 1.807300 1.146446 0.1 0.0 0.0 0.00
C 4.440831 3.227335 -0.885640 -0.1 -0.1 0.0 0.00
C 0.866611 2.517209 -2.497850 0.0 0.1 0.1 -0.02
C -0.515199 3.164267 -2.538122 0.0 -0.1 -0.1 0.00
C 1.890024 3.184606 -3.408974 0.0 -0.1 0.0 0.00
H 1.941973 6.330786 -0.290658 0.0 0.0 0.0 0.00
H 0.841250 5.466493 -1.353141 0.0 0.0 0.0 0.00
H 2.577081 5.140840 -1.416541 0.0 0.0 0.0 0.00
H 2.518343 4.271128 0.920558 0.0 -0.1 0.0 0.00
H -0.488071 4.811674 0.841661 0.0 0.0 0.0 0.00
H 0.720313 5.787696 1.667890 0.0 0.0 0.0 0.00
H 0.428170 4.138750 2.199483 0.0 0.0 0.0 0.00
H 3.859710 1.168062 -0.902134 0.0 0.0 0.0 0.00
H 3.743547 2.659119 1.782224 0.0 0.0 0.0 0.00
H 5.080125 1.652578 1.234754 0.0 0.0 0.0 0.00
H 3.506388 0.921899 1.541880 0.0 0.0 0.0 0.00
H 4.306863 4.145211 -0.312229 0.0 0.0 0.0 0.00
H 4.212221 3.433925 -1.928768 0.0 0.0 0.0 0.00
H 5.502201 2.970301 -0.828463 0.0 0.0 0.0 0.00
H 0.772642 1.486962 -2.824614 0.0 -0.1 0.0 0.01
H -0.513828 4.183129 -2.150551 0.0 0.0 0.0 0.00
H -1.235323 2.579856 -1.966778 0.0 0.0 0.0 0.00
H -0.864537 3.206238 -3.574267 0.0 0.0 0.0 0.00
H 2.051678 4.234369 -3.182766 0.0 0.0 0.0 0.00
H 1.527069 3.124942 -4.439457 0.0 0.0 0.0 0.00
H 2.848686 2.667104 -3.371675 0.0 0.0 -0.1 0.00
C -3.001298 -1.677329 -3.455093 0.4 -0.1 -0.2 0.00
Si -3.988627 -1.426506 -1.928061 0.2 0.4 -0.5 0.01
C -4.849309 0.206661 -1.882652 0.1 0.4 0.2 0.00
C -5.226204 -2.782859 -1.803005 -0.1 -0.4 0.3 0.00
As -2.208996 -1.028728 -0.055067 -2.8 -2.2 0.0 0.06
Si -1.870998 -3.431056 0.587880 0.3 -0.2 -0.6 0.00
C -2.141732 -3.688551 2.397081 0.0 0.3 0.4 0.00
C -3.028918 -4.570529 -0.324915 -0.4 0.1 0.0 0.00
C -0.215458 -3.864643 -0.121627 0.3 0.2 0.0 0.00
Si -4.199452 -0.459150 1.598705 0.9 0.0 0.6 0.03
C -5.235176 1.047878 1.559092 -0.1 0.5 -0.5 0.01
C -5.191402 -2.007462 1.509880 -0.2 -0.2 -0.5 0.02
C -3.109928 -0.467737 3.096660 0.1 0.0 0.3 0.01
H -3.682054 -1.709996 -4.312026 0.0 -0.1 0.1 0.00
H -2.446636 -2.618881 -3.415972 0.0 0.0 -0.1 0.00
H -2.283968 -0.875170 -3.616359 -0.1 0.0 -0.1 0.00
H -5.025901 0.555495 -2.903935 0.0 -0.1 0.0 0.00
H -4.244902 0.957328 -1.373869 0.0 0.1 -0.1 0.00
H -5.814353 0.130488 -1.378077 0.0 0.0 0.0 0.00
H -6.142650 -2.358016 -2.227337 0.0 0.0 0.0 0.00
H -5.458343 -3.163291 -0.813823 -0.1 0.0 -0.1 0.00
H -4.922719 -3.626780 -2.422284 0.0 0.0 0.0 0.00
H -3.199405 -3.607344 2.650537 0.0 -0.1 0.0 0.00
H -1.585172 -3.004105 3.033450 0.0 0.0 0.0 0.00
H -1.824092 -4.709071 2.634860 0.0 0.0 -0.1 0.00
H -4.018424 -4.664880 0.127809 0.1 -0.1 -0.1 0.00
H -2.569023 -5.563482 -0.306194 0.0 0.1 0.0 0.00
H -3.162447 -4.287207 -1.369320 0.1 -0.1 0.0 0.00
H 0.534640 -3.080400 -0.055833 0.1 0.0 0.0 0.00
H -0.345779 -4.102108 -1.180675 0.0 0.0 0.0 0.00
H 0.201678 -4.749010 0.370491 -0.1 0.0 0.0 0.00
H -5.641189 1.312733 0.583713 -0.1 0.0 0.1 0.00
H -4.697377 1.909127 1.952150 0.0 0.0 0.1 0.00
H -6.078988 0.824917 2.223302 0.0 0.0 0.0 0.00
H -6.107296 -1.867960 0.931726 0.0 0.0 0.0 0.00
H -5.472008 -2.277194 2.531856 0.0 0.0 0.0 0.00
H -4.634742 -2.833414 1.072573 -0.1 -0.1 0.1 -0.01
H -2.068832 -0.676564 2.861713 0.0 0.0 0.1 0.01
H -3.449849 -1.239977 3.792373 0.0 0.1 0.0 0.00
H -3.155017 0.503056 3.595224 0.0 0.0 0.0 0.00
```
Positions in Å, forces in eV/Å.

Computed properties:
Net charge: +2
HOMO-LUMO gap (spin up / spin down), eV: 5.2 / 5.6
⟨S²⟩: 0.7683
LUMO energy (spin up / spin down), eV: -7.12 / -7.08
Relative energy (zero: lowest compared OMol25 entry of this formula, charge and spin), kcal/mol: 64.5
2S+1: 2

(2)
Here is a molecular structure, C34H70MgO23S6 from the OMol25 dataset. Energies are from ωB97M-V with the def2-TZVPD basis set.

Structure (XYZ):
```
134
Properties=species:S:1:pos:R:3:forces:R:3:mulliken_charge:R:1
Mg 3.842568 1.650979 1.263416 -1.0 -0.2 -0.4 0.68
O 1.408058 -0.398571 -0.545144 -3.8 1.0 -0.5 -0.53
C 0.000588 -0.139781 -0.701724 3.7 -2.6 -0.2 -0.30
C -0.545742 1.350149 -0.514534 3.0 3.7 2.6 -0.18
O 0.350688 2.141679 0.248556 -1.9 -1.6 -1.3 -0.52
H -0.566392 -0.820891 -0.067104 0.0 0.5 1.3 0.23
H -0.374782 -0.496901 -1.660714 0.4 0.5 -0.8 0.24
H -1.538732 1.452749 -0.076894 -0.2 -0.8 0.0 0.25
H -0.512762 1.822069 -1.496524 0.0 -0.5 -0.6 0.17
C -1.530272 -4.089001 -7.364764 0.2 0.2 0.3 -1.40
C -1.344242 -2.997261 -8.391464 -0.9 -0.6 1.0 0.42
C -0.075972 -2.166041 -8.194694 -1.0 -0.6 -0.6 -0.36
O 0.423458 -2.236211 -9.530124 2.6 2.6 0.7 -0.34
C -0.192632 -3.092501 -10.313124 2.8 -0.4 -4.4 0.73
O 0.178018 -3.357781 -11.474224 -1.4 0.8 3.6 -0.61
O -1.146642 -3.612711 -9.648714 -2.7 -2.2 0.1 -0.34
H -2.232312 -4.840641 -7.725684 0.1 0.0 0.1 0.34
H -1.884962 -3.647511 -6.433424 -0.2 -0.1 0.0 0.37
H -0.557842 -4.527711 -7.141104 -0.1 -0.3 -0.1 0.36
H -2.286352 -2.458341 -8.491914 0.2 0.5 0.1 0.29
H 0.588318 -2.639981 -7.472074 0.3 -0.1 -0.3 0.26
H -0.263172 -1.152311 -7.840554 0.1 0.1 -0.5 0.28
C -5.900862 -3.755351 2.908886 0.9 -0.1 -0.1 -1.39
C -6.504712 -2.382081 2.919496 0.3 0.3 -0.4 0.41
C -7.155092 -1.985351 1.564326 0.9 0.1 1.3 -0.41
O -8.492102 -1.769251 1.915446 -1.4 -0.1 0.4 -0.31
C -8.731432 -2.033891 3.230976 -2.6 0.1 1.1 0.66
O -9.846242 -1.999341 3.761206 3.6 0.0 -1.6 -0.56
O -7.564462 -2.333541 3.852836 -1.5 0.0 0.1 -0.35
H -4.925342 -3.725031 2.423556 0.1 0.1 -0.2 0.38
H -6.497932 -4.458331 2.328016 -0.2 0.0 0.3 0.34
H -5.692962 -4.124021 3.913356 -0.3 0.0 0.0 0.34
H -5.833492 -1.581651 3.230726 0.4 -0.3 0.0 0.32
H -7.057962 -2.804211 0.851496 -0.1 0.3 -0.3 0.29
H -6.719742 -1.034261 1.257766 -0.1 -0.2 -0.6 0.28
C 0.967098 -8.573461 0.006256 -0.9 -0.2 0.4 -1.30
C 1.231528 -9.539001 1.172186 -1.5 0.7 -1.0 0.50
C 2.505878 -10.271061 1.165026 1.5 0.0 -0.6 -0.45
O 3.008378 -10.110741 2.466396 0.3 -0.9 0.8 -0.32
C 2.206698 -9.330031 3.187416 1.1 2.3 1.8 0.65
O 2.462268 -8.993471 4.327046 -1.1 -0.8 -1.9 -0.55
O 1.249328 -8.774151 2.384156 0.1 -1.1 0.7 -0.36
H -0.107192 -8.648381 -0.162234 0.0 0.3 -0.4 0.32
H 1.481178 -8.782431 -0.931904 0.1 -0.2 0.2 0.35
H 1.149678 -7.543431 0.312526 0.3 -0.1 0.0 0.36
H 0.459558 -10.308391 1.186616 -0.6 0.4 0.4 0.22
H 3.185018 -9.754151 0.487026 0.4 -0.5 -0.2 0.29
H 2.388608 -11.335861 0.963626 0.2 0.2 -0.3 0.29
C -5.041362 3.762529 -5.984274 -1.9 0.6 0.5 -1.34
C -5.409372 5.277329 -6.103864 1.4 -0.3 -1.1 0.35
C -4.177212 6.163659 -5.868514 -1.3 -0.9 -0.6 -0.46
O -4.365692 7.163479 -6.872194 3.3 2.1 2.8 -0.32
C -5.183132 6.845899 -7.798964 -2.0 0.5 -3.0 0.71
O -5.425652 7.534179 -8.781114 0.4 -1.7 1.8 -0.58
O -5.736422 5.667299 -7.486284 -0.9 -1.4 0.2 -0.37
H -5.884932 3.203079 -6.388654 0.1 -0.1 -0.1 0.34
H -5.056562 3.518609 -4.922024 0.1 0.1 0.2 0.40
H -4.122502 3.344839 -6.395754 0.1 0.8 -0.3 0.36
H -6.233952 5.613479 -5.475244 -0.2 -0.5 0.0 0.30
H -3.347572 5.495209 -6.098684 0.6 0.8 0.1 0.30
H -4.180212 6.575899 -4.859484 0.4 0.2 -0.3 0.31
C 7.329898 -5.276681 -3.587774 -0.8 -0.2 0.3 -1.43
C 6.592818 -5.785201 -4.835694 0.4 1.1 1.3 0.43
C 6.906568 -4.995251 -6.112894 0.6 -0.3 0.3 -0.36
O 7.335928 -6.015151 -7.023184 -0.6 -1.7 0.3 -0.33
C 7.292798 -7.273101 -6.382214 0.9 -2.0 -2.1 0.66
O 7.479438 -8.376951 -6.927934 -0.7 4.4 1.9 -0.55
O 7.087988 -7.071201 -5.068554 0.1 -1.5 -1.1 -0.33
H 7.219408 -5.939491 -2.729534 -0.2 -0.4 -0.2 0.35
H 6.860468 -4.363101 -3.222954 0.5 0.4 -0.3 0.38
H 8.406378 -5.233731 -3.753454 -0.1 0.5 -0.2 0.36
H 5.516528 -5.865611 -4.683314 -0.1 0.1 0.2 0.27
H 7.737638 -4.304521 -5.970344 0.1 0.0 0.0 0.27
H 6.057218 -4.410521 -6.466134 0.0 -0.4 -0.3 0.27
C 4.715338 7.069859 6.022756 -0.8 0.3 -0.8 -0.83
S 4.896588 7.103479 4.210746 -1.3 -1.8 -1.3 0.47
O 4.661038 5.680179 3.703146 0.6 1.5 0.8 -0.61
C 3.330718 7.977199 3.786696 0.4 0.2 -0.1 -0.95
H 4.620178 8.106909 6.344606 0.4 0.0 0.2 0.34
H 5.573858 6.538049 6.432886 -0.2 0.2 0.0 0.30
H 3.755408 6.587949 6.208196 0.2 -0.3 0.2 0.27
H 2.414888 7.520129 4.161426 0.3 0.1 0.9 0.32
H 3.095108 7.972599 2.722466 1.0 -0.2 -0.3 0.32
H 3.534438 9.016039 4.046356 -0.6 0.1 0.3 0.35
C -10.195352 7.331449 -0.963314 0.0 -0.1 1.0 -0.90
S -9.838402 5.570919 -0.410944 1.1 0.4 -1.6 0.50
O -9.768592 4.783079 -1.700924 0.1 0.6 1.3 -0.60
C -8.061282 5.822979 0.165716 -0.2 0.5 -0.3 -0.90
H -11.081842 7.315319 -1.597334 0.2 -0.4 -0.1 0.32
H -9.372652 7.879659 -1.422374 0.1 -0.6 -0.3 0.30
H -10.479652 7.919589 -0.090744 0.0 -0.1 0.3 0.34
H -8.017302 6.347499 1.120206 -0.4 0.0 0.0 0.34
H -7.508842 6.422389 -0.557904 -0.3 0.1 -0.2 0.27
H -7.486022 4.903599 0.274896 -0.7 -0.3 -0.1 0.33
C 2.646068 0.688469 8.697656 -0.1 0.1 -0.2 -0.89
S 1.562408 0.507679 7.163546 1.8 -1.0 -0.2 0.52
O 2.512108 0.279939 6.013566 -0.8 0.3 0.8 -0.60
C 0.919438 -1.175911 7.608396 -0.1 0.5 0.0 -0.97
H 2.823838 1.716089 9.014656 -1.2 0.3 0.0 0.34
H 3.700708 0.450699 8.558796 -0.2 -1.1 -0.7 0.31
H 2.177718 0.055179 9.451106 0.2 0.3 0.3 0.27
H 0.102198 -1.051801 8.318896 0.2 0.1 0.3 0.36
H 1.730168 -1.790221 8.000086 -0.1 0.1 0.0 0.32
H 0.460048 -1.657201 6.745016 0.3 0.3 -0.3 0.33
C 3.698028 5.737579 -4.181894 -0.2 -1.3 -0.8 -0.85
S 5.093708 4.470599 -4.057064 -1.0 -1.0 1.2 0.46
O 4.922258 3.735379 -2.720404 0.3 1.3 -1.6 -0.59
C 4.403468 3.218469 -5.229204 -0.1 0.3 0.8 -0.91
H 3.954248 6.789469 -4.055444 0.3 -0.4 0.6 0.32
H 2.924768 5.309019 -3.544314 0.2 0.5 0.5 0.29
H 3.244138 5.671529 -5.170684 0.3 -0.1 -0.3 0.30
H 5.020038 2.322589 -5.156144 0.5 0.4 -0.2 0.32
H 4.300708 3.609839 -6.241314 0.0 -0.1 0.1 0.35
H 3.473228 2.882739 -4.770914 -0.3 0.4 -0.2 0.30
C -3.431862 3.791569 10.047366 0.3 1.1 0.6 -0.88
S -3.929242 4.966879 8.741056 3.0 -2.1 -2.2 0.48
O -2.591152 5.483409 8.182926 -1.9 0.0 1.1 -0.62
C -4.258282 3.540029 7.540606 -0.8 0.2 0.5 -0.90
H -2.446642 3.370269 9.847506 -0.2 -0.1 -0.7 0.29
H -4.188272 3.028269 10.229856 0.0 0.2 0.2 0.35
H -3.237502 4.469349 10.878596 -0.4 -0.4 0.5 0.31
H -5.328922 3.335679 7.532506 -0.2 0.4 -0.5 0.34
H -3.866472 2.569309 7.844396 0.7 0.4 0.4 0.29
H -3.820282 3.818879 6.582236 -0.4 0.2 0.1 0.33
C 7.023708 -3.355501 4.415816 0.1 0.1 0.2 -0.93
S 8.145028 -1.968161 3.859876 -2.2 0.6 -1.4 0.45
O 7.217508 -0.874011 3.247726 1.8 -1.9 1.7 -0.60
C 8.732788 -1.544761 5.556966 -0.8 0.3 -0.5 -0.85
H 7.659728 -4.083031 4.920076 0.0 0.2 0.4 0.35
H 6.464618 -3.948911 3.692366 0.5 0.6 -0.9 0.34
H 6.231508 -2.950991 5.045806 0.4 0.2 0.4 0.30
H 9.676678 -2.053071 5.753926 -0.1 -0.1 -0.1 0.32
H 7.956878 -1.818311 6.271976 0.2 0.1 0.1 0.28
H 8.870238 -0.463461 5.556816 0.1 -0.1 0.0 0.33
```
Positions in Å, forces in eV/Å.

Computed properties:
Net charge: 0
HOMO-LUMO gap, eV: 4.0
LUMO energy, eV: -2.87
Relative energy (zero: lowest compared OMol25 entry of this formula, charge and spin), kcal/mol: 291.1

- Which of these has the lowest net charge?
  C34H70MgO23S6